Record 1
The following is a DFT calculation (ωB97M-V/def2-TZVPD) of a molecular structure, C15H35BaN4O6P in a non-equilibrium geometry.

Results
* Kohn-Sham gap (spin up / spin down): 5.7 / 4.4 eV
* LUMO (spin up / spin down): -0.034 / -0.081 Eh

```
62
Properties=species:S:1:pos:R:3:forces:R:3:nbo_charge:R:1
O -1.3128 0.2523 -3.8593 1.0 0.4 0.4 -0.84
H -2.2712 -0.2851 -4.1079 0.8 0.3 0.5 0.36
Ba 0.4572 0.6151 -1.7165 -1.7 -0.8 0.7 1.82
N 1.1830 -1.9975 -1.6342 0.5 -0.7 -0.6 -0.14
N -1.2116 -1.8255 -0.9335 -1.3 -0.5 0.1 -0.10
N 0.1027 3.2366 -0.7152 -1.9 1.3 1.4 -0.16
N -1.8064 1.5596 -0.1619 -0.6 2.8 1.0 -0.24
O 2.3762 -1.9106 -2.0775 -0.6 -0.4 0.2 -0.46
O 1.1188 4.0214 -0.9224 0.8 0.0 -0.5 -0.64
O -2.7569 0.7073 0.3325 -0.4 -1.2 -0.4 -0.62
O -2.4540 -1.6609 -0.6075 1.1 -0.7 -0.4 -0.48
C -0.8174 -3.1021 -1.2226 0.4 1.0 0.0 0.14
C 0.5377 -3.2018 -1.6333 -0.1 1.2 0.2 0.13
C -0.9715 3.7717 -0.1025 2.2 -0.9 -1.5 0.03
C -2.0289 2.8360 0.1997 0.5 -3.1 -1.0 0.20
C 1.1674 -4.4740 -2.0504 0.3 -0.4 -0.1 -0.69
H 0.6193 -4.9199 -2.8939 0.1 0.1 0.2 0.23
H 1.1524 -5.2061 -1.2293 0.0 0.2 -0.2 0.23
H 2.2044 -4.3013 -2.3529 -0.2 0.0 0.1 0.25
C -1.7078 -4.2921 -1.1527 -0.3 -0.2 0.1 -0.69
H -1.7863 -4.7781 -2.1367 0.0 0.1 0.2 0.23
H -2.7077 -3.9970 -0.8219 0.2 0.0 -0.1 0.26
H -1.3065 -5.0394 -0.4521 -0.1 0.2 -0.2 0.23
C -1.0829 5.2086 0.2660 0.0 0.3 0.1 -0.67
C -3.2591 3.3116 0.9009 -0.3 -0.2 0.2 -0.69
H -0.1933 5.7556 -0.0560 -0.1 -0.2 0.0 0.25
H -1.1964 5.3247 1.3526 0.0 0.1 -0.2 0.21
H -1.9679 5.6607 -0.2017 0.2 0.0 0.1 0.21
H -3.9673 2.4884 1.0267 0.2 0.2 0.0 0.25
H -3.7424 4.1150 0.3271 0.2 -0.2 0.1 0.22
H -3.0146 3.7290 1.8889 0.0 -0.1 -0.2 0.23
H 2.0678 2.9412 -1.5005 -0.4 0.4 0.2 0.52
H -2.5799 -0.2096 -0.1069 -0.3 1.1 0.6 0.49
C -3.1683 -0.4788 -4.9832 -2.3 -0.5 -2.1 -0.62
H -2.6673 -0.8644 -5.8737 0.2 0.0 0.3 0.20
H -3.6173 0.4937 -5.1970 0.2 -0.1 0.3 0.21
H -3.9164 -1.1854 -4.6137 0.4 0.1 0.4 0.23
O 2.3937 2.0133 -1.8354 1.8 0.9 -0.4 -1.10
H -1.0853 0.7352 -4.6713 -0.2 -0.2 0.2 0.47
H 3.3094 2.1048 -2.1461 -0.5 0.0 0.2 0.50
C -0.6206 0.3802 3.3987 -0.2 0.0 0.1 -0.62
C 0.8600 0.6691 3.1588 0.1 0.3 0.2 -0.71
P 1.4301 0.1518 1.4954 -0.2 -0.5 -0.3 0.77
C 3.2478 0.4626 1.5069 0.1 0.3 -0.1 -0.72
C 3.9195 0.6693 2.8595 0.3 0.0 0.1 -0.61
C 1.3594 -1.6901 1.6369 -0.1 0.1 -0.1 -0.72
C 2.0480 -2.3164 2.8413 0.0 -0.4 0.1 -0.62
H -1.2530 0.8379 2.6287 0.1 -0.1 0.1 0.23
H -0.9228 0.7927 4.3686 0.0 -0.1 -0.1 0.21
H -0.8367 -0.6956 3.4162 0.1 0.2 0.0 0.20
H 1.0333 1.7552 3.2216 0.0 -0.3 0.0 0.23
H 1.4810 0.1949 3.9320 -0.2 0.2 -0.1 0.21
H 3.7198 -0.3694 0.9607 -0.1 0.2 0.1 0.23
H 3.3791 1.3653 0.8858 0.1 -0.3 0.2 0.23
H 3.8726 -0.2243 3.4918 -0.1 0.2 -0.1 0.20
H 4.9792 0.8989 2.7031 -0.1 0.0 0.1 0.21
H 3.4797 1.5071 3.4100 0.1 -0.2 -0.1 0.21
H 0.2908 -1.9571 1.6193 0.2 0.0 0.0 0.23
H 1.7807 -2.0805 0.6971 -0.1 0.1 0.4 0.23
H 1.6762 -1.9186 3.7933 0.1 -0.1 -0.2 0.20
H 1.8469 -3.3950 2.8427 0.1 0.1 0.1 0.21
H 3.1364 -2.1902 2.8068 -0.2 0.0 0.0 0.20
```
Positions in Å, forces in eV/Å.

Record 2
The following is a DFT calculation (ωB97M-V/def2-TZVPD) of 6 unconnected molecules or ions with the total composition C15H35ClN5O9 in a non-equilibrium geometry.

Results
* total charge: -1
* Kohn-Sham gap: 9.4 eV
* LUMO: 0.090 Eh

```
65
Properties=species:S:1:pos:R:3:forces:R:3:nbo_charge:R:1
Cl -0.1648 -1.3396 -0.6149 -0.3 -1.3 1.1 2.54
O -0.8171 -2.0158 -1.6973 -0.1 -0.3 -0.2 -0.86
O -0.5959 0.0314 -0.6217 0.5 1.3 -0.4 -0.90
O -0.5880 -1.8794 0.6739 0.2 -0.2 -0.5 -0.89
O 1.2687 -1.5019 -0.7501 -0.3 0.7 0.0 -0.87
C -3.9185 -2.7339 -0.2802 0.1 -0.8 0.7 -0.72
C -4.6110 -1.3896 -0.1970 0.4 0.6 -1.1 0.67
O -5.7562 -1.2094 -0.5796 -0.3 -0.2 0.2 -0.65
N -3.8197 -0.3346 0.1383 0.7 0.1 0.9 -0.62
C -4.1171 1.0414 -0.2366 -0.2 -0.6 -1.5 -0.42
H -4.6251 -3.5388 -0.0791 -0.2 0.2 -0.2 0.22
H -3.0931 -2.8977 0.4135 0.0 0.5 0.1 0.23
H -3.4657 -2.9143 -1.2553 -0.2 0.4 -0.2 0.25
H -2.8411 -0.5376 0.2731 0.1 0.0 0.0 0.42
H -3.2932 1.7291 -0.0652 0.1 -0.3 0.6 0.21
H -5.0633 1.4272 0.1322 0.1 -0.1 0.4 0.21
H -4.2055 1.0147 -1.3295 -0.3 0.3 -0.1 0.19
C -2.4176 -2.1789 3.2860 0.2 0.9 0.6 -0.72
C -3.0524 -2.8528 4.4563 -1.4 -2.1 0.8 0.67
O -3.5882 -3.9657 4.3563 0.5 0.7 -0.5 -0.65
N -3.0701 -2.3179 5.7079 0.5 1.6 0.5 -0.62
C -2.5879 -0.9884 6.0549 0.2 0.1 -0.6 -0.42
H -2.9400 -1.2676 2.9816 -0.5 -0.3 -0.1 0.24
H -2.3867 -2.9044 2.4842 0.2 0.2 -0.1 0.26
H -1.4455 -1.7583 3.5541 0.3 -0.5 -0.2 0.23
H -3.4961 -2.8570 6.4373 -0.1 -0.4 -0.2 0.40
H -2.8552 -0.3343 5.2235 0.4 0.2 0.1 0.21
H -1.5085 -0.9827 6.2292 0.0 0.1 -0.2 0.19
H -3.0270 -0.5336 6.9422 -0.4 -0.5 0.0 0.20
C 7.7165 -3.3424 0.6563 -0.7 0.0 0.9 -0.70
C 6.5059 -2.9068 -0.1553 1.4 0.2 -1.3 0.66
O 6.7133 -2.4162 -1.2596 -0.7 -0.2 0.1 -0.64
N 5.2985 -3.1653 0.3690 -0.6 -0.2 0.9 -0.61
C 4.0190 -3.0022 -0.3196 0.7 1.1 0.1 -0.41
H 7.3999 -4.0742 1.4030 0.3 0.0 0.1 0.20
H 8.1247 -2.4739 1.1751 0.1 0.0 -0.1 0.22
H 8.4744 -3.7799 0.0154 -0.1 0.1 -0.1 0.24
H 5.2674 -3.1556 1.3755 0.0 -0.4 0.0 0.39
H 3.2032 -3.0858 0.3920 0.0 -0.5 -0.1 0.23
H 3.9731 -3.7082 -1.1431 -0.3 0.1 0.0 0.21
H 3.9574 -1.9717 -0.6728 -0.1 -0.2 -0.4 0.22
C 0.1115 3.3075 0.5034 -0.4 -0.2 -1.4 -0.71
C -0.4153 4.5080 -0.2827 -0.6 -0.2 2.5 0.67
O -0.7448 5.4768 0.3986 0.2 0.4 -1.1 -0.66
N -0.5758 4.3740 -1.6026 -0.4 0.1 -1.2 -0.61
C -0.7617 5.4942 -2.5137 0.0 0.4 -0.4 -0.43
H 1.0812 3.6167 0.8847 0.0 -0.3 0.3 0.23
H 0.1524 2.4070 -0.1159 0.5 0.0 0.1 0.23
H -0.6117 3.0631 1.2766 0.2 0.3 0.3 0.24
H -0.2012 3.5430 -2.0284 0.1 -0.2 0.1 0.41
H -1.2513 5.2868 -3.4685 0.3 -1.0 0.1 0.21
H 0.2372 5.8594 -2.7511 -0.2 0.6 -0.1 0.20
H -1.4503 6.2587 -2.1577 0.6 0.1 0.8 0.22
C 3.1126 2.3292 -2.8188 -0.3 -1.3 -1.6 -0.70
C 1.9046 2.3066 -3.7199 -1.0 2.6 0.1 0.67
O 1.7925 3.1016 -4.6632 0.4 -0.8 0.2 -0.67
N 0.8318 1.6322 -3.2763 -1.5 -0.1 -0.3 -0.63
C -0.4850 1.6921 -3.9937 1.8 -0.8 0.3 -0.43
H 3.3977 1.2720 -2.8650 0.6 0.2 0.9 0.23
H 2.8317 2.6933 -1.8372 0.3 -0.1 0.1 0.23
H 3.8387 2.9221 -3.3662 0.2 0.1 0.5 0.24
H 0.8613 0.9030 -2.5806 0.4 0.1 0.2 0.42
H -0.5616 0.6758 -4.3759 -0.9 0.1 -0.1 0.21
H -0.4019 2.3770 -4.8297 0.0 0.2 0.1 0.23
H -1.2642 1.9724 -3.2906 -0.2 -0.2 -0.1 0.20
```
Positions in Å, forces in eV/Å.

Record 3
The following is a DFT calculation (ωB97M-V/def2-TZVPD) of a molecular structure, C15H35CuIN5O5 in a non-equilibrium geometry.

Results
* total charge: +1
* Kohn-Sham gap (spin up / spin down): 7.3 / 5.6 eV
* spin multiplicity: 2
* LUMO (spin up / spin down): -0.153 / -0.215 Eh

```
62
Properties=species:S:1:pos:R:3:forces:R:3:nbo_charge:R:1
Cu -0.1928 -0.0885 1.0226 0.0 0.0 -0.2 0.97
I -0.9062 0.0205 4.8835 0.1 0.0 -0.3 0.02
C 1.5421 -0.5926 -4.5985 0.2 -0.6 0.3 -0.74
C 0.1250 -0.6373 -3.9373 1.5 0.2 -0.6 0.69
O -0.0089 -0.7158 -2.7236 -0.2 0.1 -0.4 -0.65
N -0.8891 -0.6912 -4.8158 0.6 -0.2 -0.3 -0.60
C -2.2388 -0.9882 -4.4322 0.0 0.1 -0.9 -0.42
H 1.9360 0.2163 -5.2137 -0.8 0.8 0.5 0.24
H 1.6726 -1.3919 -5.3280 -0.4 -0.6 0.3 0.23
H 2.2557 -0.7760 -3.7952 0.0 0.1 -0.1 0.24
H -0.6882 -0.5790 -5.7992 0.1 -0.1 0.3 0.40
H -2.4164 -2.0484 -4.2521 0.3 0.0 0.7 0.20
H -2.7737 -0.8296 -5.3687 -0.7 0.6 0.5 0.20
H -2.4670 -0.3229 -3.5995 -0.7 -0.4 -0.1 0.22
C -2.5972 4.4132 -1.6357 -1.1 1.5 0.5 -0.70
C -2.5348 3.9734 -0.1864 0.6 -1.7 -1.3 0.68
O -2.1281 2.8393 0.0157 0.3 -0.7 0.9 -0.67
N -2.8016 4.8261 0.7984 -1.1 1.3 -3.1 -0.60
C -2.5681 4.7216 2.1495 0.8 1.4 2.1 -0.41
H -3.2721 5.2625 -1.7423 0.1 0.5 0.1 0.21
H -3.0435 3.7173 -2.3461 0.7 -0.6 0.4 0.25
H -1.5921 4.7624 -1.8721 -0.1 -0.3 -0.4 0.24
H -3.2082 5.7204 0.5640 0.1 -0.4 -0.6 0.39
H -2.7362 5.7772 2.3634 -0.8 -0.2 1.6 0.21
H -1.5119 4.7437 2.4178 0.2 -1.2 0.0 0.20
H -3.2085 4.0134 2.6753 0.3 0.1 0.2 0.21
C 3.7894 3.4607 -1.1188 0.0 0.3 -0.9 -0.72
C 3.3298 3.3056 0.3232 -1.7 -3.3 -1.1 0.67
O 2.7140 2.2750 0.7486 1.3 2.6 -0.8 -0.69
N 3.7325 4.3159 1.0540 0.6 1.5 2.2 -0.58
C 3.5637 4.3507 2.5205 -0.1 -0.5 -0.6 -0.43
H 3.2291 2.9872 -1.9250 0.0 -1.1 0.7 0.24
H 4.8474 3.1997 -1.1431 -0.1 -0.3 -0.2 0.24
H 3.7399 4.4626 -1.5453 0.1 0.6 0.8 0.22
H 4.2722 5.0471 0.6132 -0.2 -0.2 0.0 0.40
H 3.3145 3.3205 2.7746 -0.2 0.2 0.3 0.24
H 2.7581 5.0291 2.8013 0.0 -0.1 0.0 0.20
H 4.4745 4.6211 3.0548 0.1 0.1 -0.3 0.21
C 4.4564 -3.8081 -0.0063 -0.5 -0.6 -0.6 -0.71
C 3.5241 -3.6501 1.1796 -1.3 2.2 -2.2 0.67
O 2.6164 -2.8028 1.1639 0.9 0.0 0.2 -0.68
N 3.6389 -4.4852 2.1714 0.7 -2.0 2.7 -0.60
C 2.8147 -4.4333 3.3949 0.6 -0.2 -1.1 -0.41
H 4.7038 -2.8650 -0.4936 0.1 0.0 0.5 0.25
H 3.8542 -4.3325 -0.7482 -0.2 0.0 -0.2 0.24
H 5.3214 -4.4602 0.1152 0.1 0.3 0.4 0.22
H 3.9324 -5.4375 2.0070 0.7 0.4 -0.3 0.40
H 3.0271 -3.5742 4.0312 -0.2 0.3 -0.5 0.21
H 3.1896 -5.2901 3.9548 -0.8 -0.2 0.1 0.21
H 1.7940 -4.4719 3.0144 -0.3 -0.1 1.0 0.21
C -5.2899 -2.0179 0.9631 0.0 -0.8 -0.2 -0.70
C -4.0493 -2.8914 1.0085 1.8 3.4 -0.6 0.67
O -2.9353 -2.4976 0.6494 0.0 0.4 0.0 -0.69
N -4.2136 -4.0791 1.4938 -0.7 -1.6 0.1 -0.58
C -3.1352 -4.9687 1.8611 -1.2 -1.4 2.1 -0.43
H -5.5673 -1.4884 1.8746 0.5 -0.2 0.2 0.24
H -6.0250 -2.8098 0.8198 -1.0 0.8 -0.5 0.20
H -5.2137 -1.2703 0.1735 -0.2 -0.4 -0.1 0.24
H -5.1796 -4.2991 1.6906 0.4 -0.7 0.4 0.40
H -2.0875 -4.6749 1.7981 -0.6 0.4 -0.8 0.25
H -3.3489 -5.9943 1.5600 0.4 0.1 -1.0 0.21
H -3.3403 -5.1188 2.9210 0.6 0.1 0.6 0.20
```
Positions in Å, forces in eV/Å.

Record 4
The following is a DFT calculation (ωB97M-V/def2-TZVPD) of a molecular structure, C15H35N2O9S2SeSi3Y.

Results
* total charge: -2
* Kohn-Sham gap: 6.8 eV
* LUMO: 0.161 Eh

```
68
Properties=species:S:1:pos:R:3:forces:R:3:nbo_charge:R:1
Y 0.2977 0.2623 0.9424 -0.1 -0.1 -0.3 2.00
O 4.1258 0.2687 0.2668 0.1 0.0 0.0 -1.04
S 2.8710 0.0092 -0.4146 -0.6 0.1 0.1 2.59
O 3.0438 -0.3784 -1.7990 0.1 0.0 0.0 -1.01
O 2.0577 -1.0533 0.3415 0.3 0.1 -0.2 -1.13
O 1.9390 1.2206 -0.2973 0.4 -0.3 -0.2 -1.11
C -4.3426 -1.0189 1.7053 -0.2 0.0 0.1 -0.24
O -3.2337 -0.9864 0.8492 0.1 0.3 -0.1 -0.92
Si -3.0427 0.1644 -0.3569 -0.2 -0.4 -0.1 2.07
C -3.4729 1.9083 0.1926 0.0 -0.1 0.0 -1.19
C -4.5192 -0.2829 -1.5066 0.1 0.2 0.0 -1.17
C -1.3517 -0.0833 -1.0317 0.2 -0.1 0.2 -2.11
Si -1.0734 -1.8577 -1.4906 0.0 0.1 -0.3 1.75
C 0.4796 -2.2806 -2.4877 -0.1 0.1 0.1 -1.13
C -2.4254 -2.5617 -2.6452 0.1 -0.1 0.2 -1.12
C -1.0485 -3.0156 0.0128 0.0 0.1 0.0 -1.11
Si -0.9327 1.2505 -2.2391 -0.3 -0.1 -0.2 1.77
C -2.3844 1.6122 -3.4408 0.2 0.1 0.1 -1.13
C 0.4517 0.8860 -3.4664 0.0 0.0 0.1 -1.14
C -0.5899 2.9334 -1.4194 0.1 -0.1 0.0 -1.13
H -4.4267 -2.0247 2.1344 0.0 0.1 0.0 0.16
H -5.2831 -0.8111 1.1707 0.0 0.0 0.0 0.14
H -4.2262 -0.2990 2.5176 0.0 0.0 0.0 0.22
H -4.5138 1.9061 0.5295 0.0 0.1 0.0 0.22
H -3.3868 2.5766 -0.6671 -0.1 0.1 -0.1 0.22
H -2.8612 2.3007 0.9984 0.1 -0.1 0.1 0.28
H -5.3774 0.3559 -1.2788 0.0 0.0 0.0 0.21
H -4.8188 -1.3191 -1.3471 0.0 0.0 0.1 0.22
H -4.3047 -0.1675 -2.5660 0.1 0.0 -0.1 0.23
H 0.2912 -2.1319 -3.5526 0.0 0.0 -0.1 0.21
H 0.6736 -3.3442 -2.3177 0.0 -0.1 -0.1 0.21
H 1.3844 -1.7332 -2.2406 0.0 0.1 0.1 0.28
H -2.6207 -1.8712 -3.4665 0.0 0.1 -0.1 0.22
H -3.3738 -2.7519 -2.1452 0.0 0.0 0.1 0.22
H -2.0725 -3.5057 -3.0706 0.0 0.0 0.0 0.21
H -0.3950 -2.7059 0.8346 0.1 0.1 -0.1 0.23
H -0.6898 -3.9953 -0.3179 -0.1 -0.1 0.0 0.21
H -2.0458 -3.1027 0.4432 0.0 0.0 0.0 0.25
H -2.6467 0.7192 -4.0101 0.0 -0.1 -0.1 0.21
H -2.0761 2.3875 -4.1492 0.0 0.0 0.0 0.21
H -3.2910 1.9584 -2.9458 -0.1 0.0 0.1 0.22
H 0.1264 0.1325 -4.1864 0.0 0.0 -0.1 0.21
H 1.3827 0.5405 -3.0221 0.0 0.0 0.1 0.28
H 0.6537 1.8165 -4.0067 0.0 0.0 -0.1 0.21
H -1.2812 3.6800 -1.8207 0.0 0.1 0.0 0.22
H 0.4349 3.2486 -1.6211 0.0 0.0 -0.1 0.24
H -0.7079 2.9423 -0.3335 -0.1 -0.1 0.0 0.25
O -2.6938 1.1981 3.3022 -0.1 0.1 0.2 -1.02
S -1.2523 1.0905 3.2185 0.0 -0.2 -0.8 2.58
O -0.5378 1.4753 4.4141 -0.1 0.0 0.1 -0.99
O -0.8473 -0.3208 2.7664 -0.1 0.3 0.4 -1.11
O -0.7463 1.9058 2.0013 -0.1 0.0 0.6 -1.13
C 4.7376 2.6006 2.2828 -0.1 0.1 0.0 -0.41
N 4.9836 1.2309 2.6641 -0.2 -0.2 0.2 -0.37
C 6.1499 0.5388 2.4490 0.1 -0.1 0.0 -0.06
C 5.8841 -0.7687 2.6503 0.1 0.1 -0.1 -0.08
N 4.5523 -0.8645 2.9789 -0.1 0.3 0.0 -0.37
C 3.7808 -2.0830 3.0771 -0.1 -0.1 0.0 -0.41
C 3.9850 0.3658 2.9682 0.3 -0.1 -0.2 0.30
Se 2.2438 0.7786 3.3724 -0.1 0.2 0.4 -0.19
H 5.6972 3.1097 2.1982 0.0 0.0 0.0 0.18
H 4.1158 3.0789 3.0379 0.0 0.0 0.0 0.23
H 4.2094 2.6074 1.3276 0.0 0.0 0.0 0.25
H 7.0563 1.0351 2.1555 0.0 0.0 0.0 0.21
H 6.5114 -1.6368 2.5645 0.0 0.0 0.0 0.21
H 4.4698 -2.9249 3.0197 0.0 0.0 0.0 0.19
H 3.0663 -2.1171 2.2517 0.1 0.0 0.0 0.26
H 3.2375 -2.0976 4.0218 0.0 0.0 0.0 0.22
```
Positions in Å, forces in eV/Å.